No. 1
Computed, not measured: an isolated molecule of C7H6 at a distorted geometry, with the ωB97M-V functional and the def2-TZVPD basis.

Positions of all 13 atoms, in Å:
C 2.63 0.18 -0.72
C 1.55 -0.27 0.01
C 0.29 -0.45 0.82
C -0.62 -1.25 -0.03
C -1.69 -0.44 -0.57
C -1.19 1.10 -0.39
C -0.20 1.06 0.57
H 3.58 0.30 -1.03
H 0.40 -0.82 1.78
H -0.34 -2.36 0.01
H -2.73 -0.71 -1.18
H -2.01 1.87 -0.57
H 0.32 1.79 1.29

Properties
* relative energy (zero: lowest compared OMol25 entry of this formula, charge and spin): 4.189 eV
* SMILES string: C#CC1C=CC=C1

***

No. 2
Computed, not measured: a 2-piece molecular cluster, C4H5N6O overall at a distorted geometry, with the ωB97M-V functional and the def2-TZVPD basis.

Positions of all 16 atoms, in Å:
C -2.10 4.50 -0.87
C -0.61 0.97 -1.13
C 1.64 2.53 1.23
C -1.84 1.14 -1.87
N -2.02 3.46 -1.38
N 0.17 1.41 -0.36
N 1.00 1.83 0.48
N -2.38 2.30 -1.84
N -2.36 0.09 -2.60
N 2.56 -5.18 3.02
O 2.21 3.06 2.07
H -1.71 -0.61 -2.86
H -2.96 0.40 -3.37
H 2.58 -4.52 3.75
H 2.48 -6.14 3.40
H 3.33 -5.23 2.35

Properties
* relative energy (zero: lowest compared OMol25 entry of this formula, charge and spin): 0.000 eV
* net charge: +1

***

No. 3
Computed, not measured: a 2-piece molecular cluster, C10H16O overall at a distorted geometry, with the ωB97M-V functional and the def2-TZVPD basis.

Positions of all 27 atoms, in Å:
C -0.45 -2.31 1.46
C 0.42 -1.12 1.22
C 1.77 -1.29 0.97
C 2.64 -0.19 0.93
C 2.10 1.07 1.07
O 2.84 2.21 1.09
C 0.72 1.27 1.16
C -0.12 0.17 1.17
H -1.50 -2.11 1.24
H -0.41 -2.67 2.50
H -0.15 -3.20 0.89
H 2.19 -2.28 0.86
H 3.60 -0.34 0.45
H 3.77 2.06 0.92
H 0.39 2.27 1.44
H -1.18 0.27 1.24
C -0.38 0.26 -2.24
C -1.79 0.05 -1.68
C -2.43 1.28 -1.09
H 0.41 -0.36 -1.83
H -0.34 0.02 -3.31
H -0.11 1.32 -2.22
H -2.39 -0.45 -2.44
H -1.81 -0.83 -1.02
H -2.29 2.11 -1.78
H -3.49 1.25 -0.86
H -1.99 1.56 -0.13

Properties
* relative energy (zero: lowest compared OMol25 entry of this formula, charge and spin): 1.302 eV
* SMILES string: Cc1ccc(O)cc1.CCC

***

No. 4
Computed, not measured: an isolated ion of composition C4H10NO2 and charge +1 at a distorted geometry, with the ωB97M-V functional and the def2-TZVPD basis.

Positions of all 17 atoms, in Å:
N 1.22 2.03 -0.19
C 0.06 1.70 -1.20
C -1.08 0.74 -0.55
C -0.72 -0.71 -0.67
C -0.05 -1.25 0.62
O 0.49 -0.47 1.31
O -0.21 -2.55 0.76
H 0.74 2.03 0.75
H 1.97 1.18 -0.10
H 1.73 2.99 -0.32
H 0.49 1.15 -2.06
H -0.39 2.61 -1.55
H -2.08 1.12 -0.82
H -0.95 1.19 0.52
H 0.01 -1.11 -1.51
H -1.64 -1.28 -0.99
H 0.07 -2.78 1.72

Properties
* relative energy (zero: lowest compared OMol25 entry of this formula, charge and spin): 1.686 eV
* SMILES string: [NH3+]CCCC(=O)O
* net charge: +1

***

No. 5
Computed, not measured: a 2-piece molecular cluster, C4H11N3O2 overall at a distorted geometry, with the ωB97M-V functional and the def2-TZVPD basis.

Positions of all 20 atoms, in Å:
H 1.21 0.32 -2.61
N 0.96 0.55 -1.64
C -0.22 0.71 -1.24
N -0.50 0.93 0.11
N -1.39 0.60 -2.06
C -1.89 1.85 -2.71
H -0.99 1.81 0.37
H 0.25 0.68 0.73
H -2.18 0.31 -1.47
H -2.68 2.43 -2.18
H -2.24 1.56 -3.69
H -1.10 2.58 -2.75
C 1.50 -0.93 2.24
C 1.66 -2.39 2.61
O 2.66 -3.04 2.50
O 0.51 -3.05 2.96
H 0.53 -0.93 1.75
H 2.39 -0.60 1.69
H 1.67 -0.34 3.13
H -0.16 -3.05 2.25

Properties
* relative energy (zero: lowest compared OMol25 entry of this formula, charge and spin): 2.137 eV
* SMILES string: [H]/N=C(/N)NC.CC(=O)O

***

No. 6
Computed, not measured: a 10-piece molecular cluster, C11H6BCl36F overall at a distorted geometry, with the ωB97M-V functional and the def2-TZVPD basis.

Positions of all 55 atoms, in Å:
Cl -4.55 -3.42 -2.91
C -3.42 -3.10 -4.25
Cl -4.26 -3.34 -5.80
Cl -2.83 -1.42 -4.14
Cl -2.04 -4.23 -4.14
Cl -0.51 -5.96 -7.01
C 0.65 -6.53 -5.78
Cl 0.83 -8.30 -5.91
Cl 2.23 -5.76 -6.04
Cl 0.05 -6.12 -4.16
Cl -4.45 -0.43 1.12
C -3.55 -0.76 2.62
Cl -1.87 -0.18 2.44
Cl -4.33 0.09 3.98
Cl -3.54 -2.51 2.94
Cl 2.49 3.16 3.13
C 1.55 1.88 3.94
Cl 2.62 0.95 5.02
Cl 0.24 2.62 4.89
Cl 0.85 0.79 2.71
Cl 0.36 4.68 1.64
C 0.95 5.53 0.19
Cl 2.48 6.37 0.57
Cl 1.23 4.35 -1.11
Cl -0.27 6.72 -0.34
Cl 4.92 1.27 2.60
C 6.05 1.59 1.26
Cl 5.21 1.35 -0.29
Cl 6.64 3.27 1.37
Cl 7.43 0.46 1.37
Cl -9.77 -1.59 4.61
C -8.05 -1.30 4.26
Cl -7.27 -0.57 5.69
Cl -7.25 -2.84 3.87
Cl -7.90 -0.19 2.88
Cl -1.80 1.55 -4.88
C -0.07 1.84 -5.23
Cl 0.70 2.57 -3.80
Cl 0.73 0.30 -5.62
Cl 0.07 2.95 -6.61
Cl 7.83 6.08 2.87
C 6.53 6.25 4.07
Cl 4.95 6.28 3.25
Cl 6.58 4.88 5.20
Cl 6.75 7.77 4.98
B 1.16 -2.71 -0.83
C -0.17 -2.63 0.16
C -1.48 -2.70 -0.88
F -2.62 -3.41 -0.23
H 1.84 -1.79 -1.12
H 1.38 -3.78 -1.30
H -0.13 -3.53 0.91
H -0.23 -1.65 0.80
H -1.77 -1.59 -1.09
H -1.17 -3.22 -1.88

Properties
* SMILES string: ClC(Cl)(Cl)Cl.ClC(Cl)(Cl)Cl.ClC(Cl)(Cl)Cl.ClC(Cl)(Cl)Cl.ClC(Cl)(Cl)Cl.ClC(Cl)(Cl)Cl.ClC(Cl)(Cl)Cl.ClC(Cl)(Cl)Cl.ClC(Cl)(Cl)Cl.BCCF

***

Number 1: gap between HOMO and LUMO 0.3305 Eh. Number 2: gap between HOMO and LUMO 0.1983 Eh. Number 3: gap between HOMO and LUMO 0.3381 Eh. Number 4: gap between HOMO and LUMO 0.4054 Eh. Number 5: gap between HOMO and LUMO 0.3610 Eh. Number 6: gap between HOMO and LUMO 0.3920 Eh.